Formula: C2H12N2O3
Source: OMol25
Level of theory: ωB97M-V/def2-TZVPD

## Properties
SMILES string = N/C=C/N.O.O.O
ΔE to the lowest compared entry with this formula, charge and spin = 198.8 kJ/mol
total energy = -418.563318 hartree
HOMO energy = -7.131 eV
molecular weight = 112.13 g mol⁻¹
LUMO level = 0.60 eV
HOMO-LUMO gap = 7.7362 eV

Geometry as XYZ:
```
19
Properties=species:S:1:pos:R:3:forces:R:3
N -0.56813 2.21448 1.98067 0.4 0.3 1.0
C 0.21164 1.56234 1.07566 -1.9 -0.1 -1.4
C -0.17705 1.45169 -0.23259 0.6 -0.3 1.7
N 0.73942 0.81139 -1.05892 -0.1 -1.6 -4.4
H -0.35775 2.30185 2.94272 0.4 -0.2 0.5
H -1.47475 2.47771 1.74459 -1.4 0.5 -0.5
H 1.05352 1.04142 1.52626 0.3 0.3 -0.6
H -1.16679 1.56596 -0.72075 0.6 0.6 1.0
H 1.69948 1.11224 -1.01100 -0.2 0.4 -0.1
H 0.43713 0.76874 -2.11105 0.9 0.2 2.9
O 3.25726 -0.86732 -0.45961 0.9 -0.6 -0.2
H 2.47512 -0.41774 -0.12924 0.2 0.4 -0.5
H 3.81226 -0.35134 -1.07333 -0.9 0.0 0.7
O -0.40425 -2.26497 -0.25258 -0.6 -3.3 -0.3
H -0.01520 -1.49321 -0.59779 1.2 1.6 -1.0
H -0.21891 -3.03339 -0.88104 -0.2 1.9 1.2
O -3.16613 -1.78326 -0.54073 1.3 3.2 0.6
H -2.28227 -1.27791 -0.42438 -2.2 -1.5 -0.1
H -2.86340 -2.63510 -0.75233 0.6 -1.8 -0.4
```
Forces are in eV/Å.